[1]
Below is C29H42BO7Ti as an isolated structure at a distorted geometry, with properties calculated with the ωB97M-V functional and the def2-TZVPD basis.

Its electronic energy is -68874.675 eV. The calculation puts the largest force on an atom at 4.07 eV Å⁻¹. Its spin multiplicity is 2. Its net charge is -2. The gap between HOMO and LUMO (spin up / spin down) comes out at 1.929 / 1.934 eV. The value obtained for the LUMO energy (spin up / spin down) is 4.12 / 4.12 eV.

Geometry (Å):
C  4.598  -0.437  -1.811
C  3.766  0.469  -0.904
C  3.928  -1.822  -1.817
C  2.971  -1.871  -0.581
H  4.703  -2.589  -1.720
H  3.393  -1.969  -2.764
C  3.265  -0.471  0.174
H  2.936  0.875  -1.493
H  4.367  1.303  -0.506
C  2.350  0.223  1.177
H  4.160  -0.727  0.772
H  3.328  -2.646  0.124
C  1.606  -2.271  -0.947
C  4.799  0.170  -3.183
C  6.052  -0.556  -1.364
O  6.703  -1.587  -1.317
O  4.022  0.965  -3.693
O  5.936  -0.248  -3.762
O  6.608  0.624  -1.020
C  8.012  0.449  -0.797
H  8.414  1.444  -0.615
H  8.461  -0.011  -1.686
H  8.167  -0.213  0.064
C  6.153  0.348  -5.040
H  5.278  0.214  -5.687
H  7.027  -0.161  -5.442
H  6.355  1.418  -4.919
O  0.988  0.396  0.862
H  2.744  1.240  1.340
H  2.424  -0.303  2.138
C  0.803  -3.054  0.018
C  0.976  -1.715  -2.154
H  1.051  -2.382  -3.034
H  1.428  -0.745  -2.413
H  -0.097  -1.534  -1.982
H  -0.266  -2.806  -0.087
H  1.107  -2.809  1.050
H  0.905  -4.148  -0.123
Ti  -0.702  0.824  1.109
C  -1.904  0.047  2.988
C  -0.585  -0.437  3.265
C  0.275  0.688  3.429
H  -0.337  -1.485  3.436
C  -0.476  1.875  3.174
C  -1.839  1.489  2.943
H  -2.679  2.167  2.877
H  -2.801  -0.569  3.084
H  1.301  0.649  3.792
H  -0.106  2.902  3.226
C  -1.978  1.144  -0.875
C  -2.299  2.152  0.098
C  -1.105  2.930  0.335
H  -3.296  2.473  0.412
C  -0.081  2.429  -0.524
C  -0.617  1.330  -1.268
H  -0.125  0.806  -2.092
H  -2.671  0.441  -1.338
H  -1.032  3.785  1.000
H  0.915  2.862  -0.642
C  -6.888  1.353  2.055
C  -5.806  0.325  1.856
C  -5.862  -0.660  3.022
O  -4.536  1.031  1.908
B  -3.649  0.316  1.101
O  -4.284  -0.613  0.303
C  -5.715  -0.385  0.459
C  -6.429  -1.709  0.336
C  -6.178  0.529  -0.672
H  -7.876  0.878  2.028
H  -6.849  2.146  1.302
H  -6.761  1.809  3.043
H  -5.691  -0.118  3.962
H  -6.861  -1.115  3.086
H  -5.117  -1.466  2.945
H  -7.511  -1.560  0.448
H  -6.255  -2.138  -0.658
H  -6.103  -2.431  1.092
H  -5.716  1.527  -0.635
H  -5.926  0.075  -1.638
H  -7.269  0.644  -0.628


[2]
Below is C29H43CdCl2F5N3O4Si as an isolated structure at a distorted geometry, with properties calculated with the ωB97M-V functional and the def2-TZVPD basis.

Its energy relative to the best compared isomer or geometry (same formula, charge and spin) is 0.0 kcal per mole. Its electronic energy is -94510.349 eV. The calculation puts the largest force on an atom at 2.40 eV Å⁻¹. Its net charge is -1. The gap between HOMO and LUMO comes out at 7.583 eV. The value obtained for the LUMO energy is 2.23 eV.

Geometry (Å):
C  2.966  -2.385  -3.452
C  2.319  -1.754  -4.648
H  3.060  -3.464  -3.607
H  2.369  -2.201  -2.551
H  3.980  -1.996  -3.263
C  2.288  -2.312  -5.868
C  2.964  -3.591  -6.235
H  1.756  -1.823  -6.687
H  2.831  -4.372  -5.471
H  4.047  -3.465  -6.404
H  2.540  -3.961  -7.178
Cd  0.199  -0.368  2.796
Cl  1.527  -1.685  1.144
C  -0.489  2.305  1.189
O  -0.963  1.202  1.560
N  -1.189  3.210  0.495
C  -2.602  3.000  0.224
C  -0.517  4.288  -0.229
H  0.550  2.603  1.404
H  -3.058  2.425  1.033
H  -2.750  2.462  -0.724
H  -3.072  3.985  0.145
H  0.462  4.462  0.231
H  -1.128  5.199  -0.164
H  -0.371  4.025  -1.288
H  -3.771  1.854  6.538
H  -2.045  1.798  8.569
C  -3.612  0.768  6.526
C  -1.943  0.725  8.346
N  -2.269  0.439  6.961
H  -3.763  0.381  5.517
C  -1.328  0.091  6.048
O  -1.514  0.171  4.824
H  -0.912  0.418  8.546
H  -0.386  -0.283  6.501
H  -4.337  0.321  7.215
H  -2.616  0.186  9.026
H  0.623  -4.931  2.428
H  -0.096  -3.297  0.448
C  -0.440  -5.045  2.689
C  -1.042  -3.844  0.619
N  -1.233  -4.018  2.038
H  -0.554  -4.945  3.773
C  -1.987  -3.135  2.739
O  -2.535  -2.136  2.261
H  -1.875  -3.262  0.216
H  -2.042  -3.371  3.820
H  -0.774  -6.043  2.367
H  -0.969  -4.826  0.136
O  0.498  -0.720  -3.564
C  1.628  -0.424  -4.380
C  0.142  0.069  -6.387
C  1.269  0.376  -5.624
H  -0.544  -0.702  -6.028
C  -0.065  0.719  -7.610
H  2.335  0.174  -3.788
C  2.153  1.379  -6.051
H  -0.953  0.468  -8.195
C  0.859  1.657  -8.079
C  1.972  1.995  -7.292
H  2.998  1.615  -5.393
H  0.727  2.115  -9.059
H  2.704  2.732  -7.638
Si  -0.744  -0.009  -2.714
Cl  0.373  -2.291  4.468
C  -2.334  -0.717  -3.409
C  -0.652  1.843  -2.930
C  -0.508  -0.552  -0.966
H  -2.432  -0.568  -4.494
H  -3.198  -0.242  -2.918
H  -2.380  -1.800  -3.217
H  -0.217  -1.610  -0.939
H  -1.400  -0.426  -0.336
H  0.320  -0.021  -0.487
H  -0.646  2.136  -3.990
H  0.263  2.245  -2.474
H  -1.522  2.319  -2.460
F  3.192  -0.174  3.912
C  2.559  0.920  4.388
C  1.279  1.233  3.975
C  0.713  2.400  4.426
F  -0.517  2.806  4.017
C  1.370  3.232  5.350
F  0.771  4.352  5.800
C  2.648  2.884  5.787
F  3.303  3.686  6.651
C  3.252  1.722  5.312
F  4.483  1.371  5.730


[3]
Below is C29H43EuF4N8O4S as an isolated structure at a distorted geometry, with properties calculated with the ωB97M-V functional and the def2-TZVPD basis.

Its electronic energy is -91914.348 eV. The calculation puts the largest force on an atom at 3.47 eV Å⁻¹. Its spin multiplicity is 7. The gap between HOMO and LUMO (spin up / spin down) comes out at 5.500 / 6.747 eV. The value obtained for the LUMO energy (spin up / spin down) is -1.22 / 0.02 eV.

Geometry (Å):
Eu  -0.221  -0.505  0.845
C  -1.763  -1.097  -6.428
C  -0.902  -0.560  -5.255
N  -1.651  -0.225  -4.100
C  -2.558  0.961  -4.124
C  -2.103  2.188  -4.830
C  -2.130  -1.280  -3.175
C  -1.005  -1.897  -2.363
N  -1.320  -2.026  -0.961
C  -2.370  -2.880  -0.688
C  -3.197  -2.635  0.461
F  -2.873  -1.490  1.170
C  -4.136  -3.587  0.903
F  -4.783  -3.393  2.051
C  -4.292  -4.739  0.204
C  -3.562  -4.951  -0.982
F  -4.006  -6.021  -1.745
C  -2.588  -4.090  -1.390
F  -1.653  -4.478  -2.351
H  -2.079  -2.141  -6.213
H  -1.235  -1.232  -7.389
H  -2.673  -0.503  -6.545
H  -0.324  0.390  -5.419
H  -0.179  -1.327  -4.978
H  -2.765  1.241  -3.096
H  -3.579  0.663  -4.549
H  -1.035  2.232  -4.985
H  -2.422  3.062  -4.222
H  -2.602  2.235  -5.814
H  -2.715  -2.066  -3.730
H  -2.826  -0.759  -2.545
H  -0.136  -1.182  -2.355
H  -0.692  -2.840  -2.717
H  -4.957  -5.487  0.562
N  2.027  -1.294  -1.264
C  2.782  -2.402  -0.665
C  2.055  -3.278  0.324
N  1.785  -2.676  1.672
C  1.369  -3.580  2.713
C  -0.123  -3.529  3.031
N  -0.686  -2.180  3.140
H  1.673  -1.528  -2.214
H  2.507  -0.380  -1.321
H  3.655  -1.881  -0.110
H  3.146  -3.032  -1.514
H  2.525  -4.200  0.299
H  1.021  -3.470  -0.050
H  2.539  -2.033  1.993
H  1.892  -3.418  3.679
H  1.535  -4.585  2.383
H  -0.160  -4.119  3.931
H  -0.717  -3.945  2.199
H  -0.253  -1.657  3.919
H  -1.651  -2.276  3.445
C  6.177  5.730  2.962
C  5.414  4.569  2.447
C  4.114  4.489  2.904
C  3.316  3.365  2.703
C  3.776  2.460  1.756
C  5.028  2.583  1.201
C  5.841  3.653  1.584
S  2.759  1.162  1.011
O  2.541  0.135  2.013
O  3.584  0.764  -0.172
N  1.246  1.645  0.742
C  0.831  2.658  -0.155
C  -0.435  2.291  -0.898
O  -0.925  3.063  -1.704
O  -0.894  1.126  -0.616
H  5.608  6.195  3.769
H  6.408  6.478  2.170
H  7.170  5.464  3.365
H  3.670  5.335  3.484
H  2.370  3.254  3.236
H  5.336  2.024  0.316
H  6.855  3.749  1.142
H  1.656  2.964  -0.869
H  0.492  3.517  0.463
C  -4.217  2.801  3.340
N  -2.855  2.305  3.129
C  -1.712  2.877  3.535
C  -0.651  2.022  3.191
N  -1.228  0.866  2.675
C  -2.528  1.047  2.621
H  -4.816  2.239  4.021
H  -4.817  2.824  2.383
H  -4.171  3.847  3.763
H  -1.677  3.889  3.932
H  0.422  2.161  3.362
H  -3.278  0.333  2.358


[4]
Below is C29H43F4HfN6O3SSi as an isolated structure at a distorted geometry, with properties calculated with the ωB97M-V functional and the def2-TZVPD basis.

Its energy relative to the best compared isomer or geometry (same formula, charge and spin) is 34.2 kcal per mole. Its electronic energy is -76741.412 eV. The calculation puts the largest force on an atom at 3.39 eV Å⁻¹. Its net charge is +1. The gap between HOMO and LUMO comes out at 6.965 eV. The value obtained for the LUMO energy is -2.83 eV.

Geometry (Å):
Hf  0.567  0.077  0.178
C  2.030  -0.621  4.559
C  1.558  -0.652  3.100
N  1.411  0.655  2.407
C  2.664  1.438  2.432
C  3.771  0.848  1.570
C  0.339  1.439  3.063
C  -1.040  1.279  2.387
N  -1.042  0.064  1.601
C  -2.163  -0.644  1.468
C  -2.007  -1.979  1.012
F  -0.693  -2.323  0.824
C  -3.041  -2.862  0.830
F  -2.811  -4.111  0.409
C  -4.349  -2.460  1.082
C  -4.543  -1.169  1.541
F  -5.813  -0.743  1.728
C  -3.504  -0.280  1.745
F  -3.830  0.978  2.149
H  1.884  -1.610  4.984
H  1.467  0.080  5.170
H  3.085  -0.375  4.639
H  0.587  -1.157  3.039
H  2.271  -1.264  2.543
H  3.017  1.557  3.464
H  2.432  2.428  2.031
H  4.013  -0.180  1.828
H  4.678  1.434  1.703
H  3.484  0.897  0.519
H  0.595  2.496  3.046
H  0.248  1.140  4.110
H  -1.242  2.142  1.743
H  -1.802  1.246  3.172
H  -5.176  -3.137  0.961
C  0.447  1.708  -2.921
C  1.847  1.275  -2.646
C  2.877  1.689  -3.513
C  4.116  1.123  -3.421
C  4.324  0.078  -2.497
C  5.524  -0.654  -2.440
C  5.642  -1.734  -1.604
C  4.577  -2.104  -0.787
C  3.395  -1.386  -0.781
S  2.071  -1.921  0.211
C  3.245  -0.260  -1.635
N  2.051  0.399  -1.676
H  0.421  2.728  -3.296
H  -0.158  1.604  -2.020
H  0.065  1.032  -3.688
H  2.658  2.444  -4.250
H  4.924  1.417  -4.075
H  6.327  -0.366  -3.097
H  6.551  -2.316  -1.593
H  4.643  -2.970  -0.147
C  1.928  4.367  -1.022
Si  0.403  3.695  -0.073
C  -1.205  4.250  -0.976
C  0.356  4.721  1.551
O  0.460  2.102  0.078
H  2.140  5.399  -0.760
H  1.790  4.344  -2.097
H  2.819  3.787  -0.797
H  -1.204  5.326  -1.114
H  -2.092  4.009  -0.393
H  -1.320  3.805  -1.960
H  0.224  5.767  1.287
H  1.281  4.662  2.120
H  -0.464  4.458  2.213
N  -5.624  0.455  -2.714
C  -5.278  1.738  -2.044
C  -4.160  1.444  -1.030
N  -3.008  0.838  -1.637
C  -3.327  -0.343  -2.391
C  -4.439  -0.097  -3.430
H  -6.413  0.580  -3.357
H  -5.897  -0.220  -1.985
H  -6.157  2.149  -1.547
H  -4.934  2.440  -2.806
H  -4.551  0.768  -0.266
H  -3.858  2.364  -0.535
H  -2.459  1.499  -2.170
H  -3.650  -1.124  -1.695
H  -2.431  -0.701  -2.896
H  -4.711  -1.023  -3.936
H  -4.115  0.628  -4.179
O  0.485  -1.384  -2.696
N  -0.126  -1.651  -1.677
O  -0.723  -0.586  -1.120


[5]
Below is a 7-piece molecular cluster, C29H43F6N4O22SSi overall at a distorted geometry, with properties calculated with the ωB97M-V functional and the def2-TZVPD basis.

Its electronic energy is -116789.415 eV. The calculation puts the largest force on an atom at 2.89 eV Å⁻¹. Its net charge is +1. The gap between HOMO and LUMO comes out at 9.617 eV. The value obtained for the LUMO energy is -2.78 eV.

Geometry (Å):
C  1.097  2.594  -3.617
Si  -0.094  1.227  -3.065
C  -1.748  1.434  -3.940
C  -0.412  1.313  -1.191
O  0.659  -0.284  -3.321
C  0.721  -0.718  -4.666
C  1.727  -1.873  -4.729
N  1.266  -3.102  -4.065
C  0.058  -3.226  -3.248
C  0.203  -2.805  -1.753
C  1.622  -2.389  -1.309
C  1.567  -1.551  -0.005
S  0.889  -2.475  1.382
O  0.915  -3.886  1.160
O  -0.407  -1.946  1.685
O  1.831  -2.120  2.631
C  1.998  -4.181  -4.208
N  1.764  -5.404  -3.698
C  2.723  -6.205  -4.106
N  3.583  -5.511  -4.834
N  3.149  -4.247  -4.913
H  1.278  3.237  -2.743
H  2.032  2.104  -3.935
H  0.680  3.164  -4.457
H  -1.663  1.773  -4.986
H  -2.422  0.566  -3.881
H  -2.263  2.257  -3.425
H  -1.247  1.976  -0.950
H  -0.603  0.273  -0.876
H  0.537  1.624  -0.727
H  1.066  0.086  -5.337
H  -0.250  -1.105  -5.024
H  2.692  -1.594  -4.260
H  1.978  -2.079  -5.788
H  -0.316  -4.256  -3.252
H  -0.763  -2.632  -3.668
H  -0.085  -3.650  -1.110
H  -0.480  -1.977  -1.523
H  2.285  -3.255  -1.145
H  2.143  -1.745  -2.031
H  2.604  -1.256  0.219
H  1.022  -0.621  -0.204
H  1.579  -1.211  2.906
H  2.726  -7.257  -3.837
H  4.408  -5.954  -5.216
H  3.650  -3.535  -5.423
C  -1.075  2.141  2.555
C  -2.017  2.617  3.626
O  -2.329  3.938  3.209
C  -2.225  3.941  1.851
O  -2.665  4.786  1.143
O  -1.558  2.843  1.404
F  -1.399  2.672  4.836
H  -0.040  2.429  2.751
H  -1.118  1.063  2.406
H  -2.935  2.036  3.709
C  4.690  0.157  5.472
C  3.939  1.028  6.443
O  2.875  1.531  5.646
C  2.629  0.588  4.705
O  1.637  0.552  4.042
O  3.638  -0.307  4.618
F  4.696  2.063  6.866
H  5.415  0.721  4.883
H  5.198  -0.673  5.957
H  3.529  0.499  7.305
C  0.962  -7.459  0.898
C  1.738  -6.673  -0.123
O  1.825  -7.581  -1.213
C  0.711  -8.373  -1.138
O  0.322  -9.054  -2.027
O  0.116  -8.267  0.073
F  2.991  -6.392  0.311
H  1.603  -8.103  1.502
H  0.376  -6.824  1.559
H  1.251  -5.752  -0.450
C  0.439  3.899  6.588
C  0.139  2.962  7.728
O  0.750  3.602  8.830
C  0.727  4.944  8.557
O  0.910  5.793  9.358
O  0.458  5.169  7.242
F  0.727  1.750  7.544
H  1.415  3.705  6.140
H  -0.319  3.869  5.809
H  -0.925  2.823  7.929
C  -5.451  0.906  -0.269
C  -6.271  2.007  0.347
O  -6.284  1.653  1.720
C  -5.128  0.974  1.952
O  -4.680  0.761  3.030
O  -4.546  0.580  0.789
F  -7.540  2.000  -0.121
H  -6.053  0.029  -0.516
H  -4.915  1.228  -1.159
H  -5.846  3.007  0.232
C  -3.000  6.387  -3.819
C  -1.880  5.383  -3.780
O  -1.862  4.879  -5.100
C  -2.322  5.891  -5.904
O  -2.196  5.919  -7.078
O  -2.933  6.856  -5.167
F  -2.154  4.360  -2.927
H  -3.975  5.929  -3.641
H  -2.860  7.202  -3.112
H  -0.903  5.806  -3.537